# 1
Computed, not measured: a structure of composition C7H21N5 at a distorted geometry, with ωB97M-V/def2-TZVPD.

Structure (XYZ):
```
33
C7H21N5 (ωB97M-V/def2-TZVPD)
C -1.271 -0.690 -0.664
C 2.571 0.876 -1.617
C 2.053 1.384 0.718
C 3.813 -0.467 0.261
C -2.534 0.195 -0.609
C -3.466 -0.409 0.542
C 2.565 0.326 -0.144
N -0.173 -0.187 -0.225
N -1.487 -1.914 -1.256
N 1.086 -1.602 1.049
N -4.597 0.522 0.778
N 1.041 -0.908 -0.165
H 3.575 1.247 -1.679
H 2.562 -0.032 -2.101
H 1.876 1.633 -1.864
H 1.936 1.257 1.802
H 1.158 1.781 0.295
H 2.770 2.200 0.612
H 4.689 -0.469 -0.495
H 4.324 -0.088 1.222
H 3.521 -1.540 0.315
H -2.898 0.141 -1.635
H -2.440 1.236 -0.383
H -3.726 -1.351 0.163
H -2.869 -0.359 1.475
H -2.542 -2.068 -1.392
H -0.875 -2.700 -1.365
H 1.264 -1.041 1.944
H 1.688 -2.383 1.030
H -5.225 0.735 -0.074
H -4.160 1.459 1.009
H -5.189 0.238 1.514
H 1.301 -1.444 -1.002
```

The value obtained for the energy relative to the best compared isomer or geometry (same formula, charge and spin) is 0.00 kcal per mole. Its charge is +2.

Mulliken population analysis, charges in e, atoms 1 to 2:
1. C 0.612
2. C -1.740



# 2
Computed, not measured: a cluster of 7 separate species, C7H21N7O14 in total, with ωB97M-V/def2-TZVPD.

Structure (XYZ):
```
49
C7H21N7O14 (ωB97M-V/def2-TZVPD)
C -0.788 0.627 -3.632
N 0.091 0.693 -4.825
O 1.017 -0.090 -4.889
O -0.164 1.540 -5.653
H -1.727 0.140 -3.886
H -0.999 1.652 -3.338
H -0.310 0.124 -2.798
C 2.220 -3.022 1.619
N 1.386 -2.530 2.748
O 0.350 -1.952 2.490
O 1.801 -2.739 3.869
H 2.303 -4.101 1.722
H 3.181 -2.534 1.713
H 1.716 -2.801 0.686
C -2.162 4.911 -1.296
N -0.745 4.874 -0.816
O 0.013 5.738 -1.192
O -0.455 3.956 -0.072
H -2.780 4.862 -0.407
H -2.287 4.029 -1.916
H -2.297 5.813 -1.877
C 5.046 1.462 1.489
N 4.252 0.198 1.395
O 3.357 0.014 2.200
O 4.563 -0.572 0.512
H 6.006 1.178 1.906
H 4.490 2.163 2.098
H 5.145 1.827 0.473
C -0.037 -2.882 -3.399
N 0.580 -2.598 -2.080
O 1.246 -1.586 -1.989
O 0.360 -3.375 -1.177
H 0.564 -2.443 -4.184
H -1.037 -2.457 -3.382
H -0.105 -3.960 -3.508
C 0.470 0.838 1.179
N -0.817 0.290 0.689
O -1.748 0.269 1.458
O -0.857 -0.065 -0.476
H 0.685 0.458 2.169
H 0.357 1.919 1.146
H 1.222 0.501 0.473
C -4.250 -1.919 3.400
N -5.310 -0.922 3.737
O -4.969 0.208 4.009
O -6.457 -1.320 3.721
H -3.349 -1.377 3.140
H -4.614 -2.438 2.516
H -4.156 -2.603 4.234
```

The SMILES is C[N+](=O)[O-].C[N+](=O)[O-].C[N+](=O)[O-].C[N+](=O)[O-].C[N+](=O)[O-].C[N+](=O)[O-].C[N+](=O)[O-]. The value obtained for the energy relative to the best compared isomer or geometry (same formula, charge and spin) is 4.24 kcal per mole.

Mulliken population analysis, charges in e, atoms 1 to 2:
1. C -0.379
2. N 0.969



# 3
Computed, not measured: a cluster of 4 separate species, C7H21NO3 in total at a distorted geometry, with ωB97M-V/def2-TZVPD.

Structure (XYZ):
```
32
C7H21NO3 (ωB97M-V/def2-TZVPD)
C -0.619 -1.830 0.565
N -0.209 -0.739 -0.336
C 1.191 -0.879 -0.796
C 1.196 -0.777 -2.324
C -0.235 -0.352 -2.728
C -1.108 -0.608 -1.500
C -0.003 -1.723 1.968
C -0.897 -0.976 2.945
H -0.415 -2.808 0.121
H -1.716 -1.817 0.690
H 1.640 -1.816 -0.471
H 1.770 -0.059 -0.354
H 1.453 -1.731 -2.781
H 1.918 -0.064 -2.723
H -0.581 -0.926 -3.590
H -0.238 0.684 -3.057
H -1.755 -1.475 -1.628
H -1.760 0.262 -1.309
H 0.980 -1.237 1.921
H 0.212 -2.728 2.346
H -0.434 -0.904 3.930
H -1.102 0.052 2.641
H -1.857 -1.481 3.051
H 1.526 2.460 0.788
H 1.485 1.053 1.444
O 1.540 1.989 1.652
H 0.640 1.826 -1.295
H -0.287 2.737 -0.463
O 0.603 2.710 -0.893
H -1.341 1.111 0.537
H -0.809 2.213 1.457
O -1.478 2.045 0.771
```

The spin multiplicity is 2. The value obtained for the energy relative to the best compared isomer or geometry (same formula, charge and spin) is 0.00 kcal per mole. Its charge is +1. As for the expectation value of S²: 0.7541.

Mulliken population analysis, charges in e, atoms 1 to 2:
1. C -0.967
2. N 0.593



# 4
Computed, not measured: a cluster of 4 separate species, C7H21NO5 in total at a distorted geometry, with ωB97M-V/def2-TZVPD.

Structure (XYZ):
```
34
C7H21NO5 (ωB97M-V/def2-TZVPD)
C 3.366 1.126 -0.035
C 3.732 1.145 -1.597
O 2.670 1.689 -2.286
H 2.345 0.923 0.288
H 3.660 2.070 0.423
H 3.997 0.399 0.475
H 3.859 0.171 -2.070
H 4.527 1.822 -1.911
H 2.014 0.988 -2.261
C -0.535 2.257 1.862
C -0.266 1.195 2.964
O -1.008 0.101 2.494
H -0.161 3.220 2.210
H -1.617 2.128 1.835
H 0.061 1.923 1.013
H -0.645 1.591 3.906
H 0.808 1.026 3.046
H -0.403 -0.419 1.959
C -3.462 -0.177 -0.522
C -3.577 -1.398 -1.350
O -2.786 -1.248 -2.489
H -2.420 -0.167 -0.202
H -4.180 -0.179 0.298
H -3.527 0.748 -1.095
H -4.645 -1.398 -1.567
H -3.221 -2.270 -0.800
H -2.688 -2.129 -2.857
C 1.050 -2.537 -0.427
N -0.026 -1.696 -0.003
O -0.056 -0.663 -0.590
O -0.850 -2.126 0.832
H 1.482 -2.992 0.464
H 1.820 -1.881 -0.831
H 0.682 -3.241 -1.175
```

The spin multiplicity is 2. For the total energy, the calculation gives -710.0824 Eh. Its charge is -1. As for the expectation value of S²: 0.7533.

Mulliken population analysis, charges in e, atoms 1 to 2:
1. C -0.723
2. C -0.328



Question: What is the formula in the second record?
Answer: C7H21N7O14